Entry one
{
  "formula": "C5H10N2O",
  "method": "ωB97M-V/def2-TZVPD",
  "symbols": ["O", "N", "N", "C", "C", "C", "C", "C", "H", "H", "H", "H", "H", "H", "H", "H", "H", "H"],
  "xyz": [[-0.970, 0.531, 0.339], [1.622, 0.157, -0.759], [-2.321, -0.369, -1.693], [1.172, -0.782, 1.430], [-0.209, -1.412, -0.681], [-1.383, 1.878, 0.206], [-1.437, -0.501, -0.913], [0.782, -0.547, 0.007], [1.868, -1.628, 1.480], [0.129, -1.779, -1.650], [1.491, 0.148, -1.762], [0.288, -1.023, 2.014], [-0.487, -2.260, -0.054], [-1.958, 2.188, 1.083], [-2.014, 1.982, -0.682], [2.284, 0.786, -0.331], [1.657, 0.092, 1.869], [-0.513, 2.540, 0.099]]
}

=====

Entry two
{
  "formula": "C5H10N2O",
  "method": "ωB97M-V/def2-TZVPD",
  "smiles": "Cc1c[nH]cn1.CO",
  "symbols": ["O", "N", "N", "C", "C", "C", "C", "C", "H", "H", "H", "H", "H", "H", "H", "H", "H", "H"],
  "xyz": [[1.809, -2.244, 1.612], [-1.289, 0.157, -1.432], [-1.649, 1.421, 0.321], [-0.107, 0.782, -1.092], [1.171, 0.445, -1.772], [-0.301, 1.520, 0.032], [-2.200, 0.648, -0.638], [0.465, -1.766, 1.689], [0.447, 2.039, 0.606], [1.278, -0.592, -2.076], [1.186, 0.992, -2.724], [-0.139, -2.636, 1.438], [2.347, -1.457, 1.461], [0.128, -1.060, 0.927], [-2.074, 2.119, 0.908], [0.135, -1.559, 2.708], [-3.227, 0.337, -0.753], [2.019, 0.853, -1.215]]
}

=====

Entry three
{
  "formula": "C5H10N2O",
  "method": "ωB97M-V/def2-TZVPD",
  "symbols": ["O", "N", "N", "C", "C", "C", "C", "C", "H", "H", "H", "H", "H", "H", "H", "H", "H", "H"],
  "xyz": [[1.482, 2.109, -0.022], [-0.821, -0.009, -1.014], [1.263, -0.214, -0.021], [0.918, 1.050, 0.020], [-1.563, 0.792, 1.278], [2.621, -0.560, -0.384], [-0.881, 0.965, -0.065], [-1.297, -1.332, -0.721], [-1.035, 1.946, -0.513], [3.252, -0.564, 0.512], [-2.639, 0.646, 1.149], [-1.164, -0.061, 1.825], [-0.849, -2.043, -1.411], [-2.379, -1.303, -0.930], [-1.407, 1.687, 1.880], [2.589, -1.574, -0.786], [3.072, 0.127, -1.108], [-1.162, -1.662, 0.310]]
}

=====

Which is the most stable structure? entry two is the most stable.

=====

Entry one
{
  "formula": "C2H3O2P",
  "method": "ωB97M-V/def2-TZVPD",
  "smiles": "C1=POCO1",
  "symbols": ["P", "O", "O", "C", "C", "H", "H", "H"],
  "xyz": [[-1.708, -0.023, -0.107], [0.899, 0.648, 0.045], [-0.579, -1.170, -0.115], [-0.658, 1.264, 0.034], [0.678, -0.706, 0.095], [-0.870, 2.283, -0.249], [1.401, -1.191, -0.750], [0.836, -1.106, 1.046]]
}

=====

Entry two
{
  "formula": "C2H3O2P",
  "method": "ωB97M-V/def2-TZVPD",
  "symbols": ["P", "O", "O", "C", "C", "H", "H", "H"],
  "xyz": [[-2.614, -0.524, -0.052], [2.968, -1.071, -0.236], [0.128, -0.044, -0.179], [2.503, -0.026, -0.075], [-0.838, -0.828, -0.091], [-2.508, 0.854, -0.249], [2.365, 0.995, -0.355], [-0.633, -1.919, -0.029]]
}

=====

Entry three
{
  "formula": "C2H3O2P",
  "method": "ωB97M-V/def2-TZVPD",
  "smiles": "O=CPC=O",
  "symbols": ["P", "O", "O", "C", "C", "H", "H", "H"],
  "xyz": [[-0.228, 1.044, 0.502], [-2.006, 0.167, -1.318], [2.427, 0.111, -0.464], [-1.420, -0.020, -0.262], [1.303, 0.097, -0.771], [0.982, -0.274, -1.881], [-0.563, 2.068, -0.416], [-1.578, -0.936, 0.321]]
}

=====

Entry four
{
  "formula": "C2H3O2P",
  "method": "ωB97M-V/def2-TZVPD",
  "smiles": "C=COP=O",
  "symbols": ["P", "O", "O", "C", "C", "H", "H", "H"],
  "xyz": [[1.290, 1.356, 1.635], [0.611, 0.800, 0.309], [2.157, 2.415, 1.143], [-0.780, -0.965, -1.091], [-0.555, -0.511, 0.099], [-1.503, -1.762, -1.191], [-0.921, -0.728, 1.078], [-0.300, -0.605, -1.983]]
}

=====

Which is the most stable structure? entry four is the most stable.

=====

Entry one
{
  "formula": "C3H5N3",
  "method": "ωB97M-V/def2-TZVPD",
  "symbols": ["N", "N", "N", "C", "C", "C", "H", "H", "H", "H", "H"],
  "xyz": [[-1.682, -0.183, -0.194], [1.621, -0.202, -0.048], [1.347, 1.231, 0.135], [0.637, -0.735, -0.720], [0.120, 1.405, -0.167], [-0.504, 0.140, -0.609], [-1.922, -1.150, -0.440], [-0.404, 2.334, 0.013], [0.614, -1.810, -0.864], [-0.664, -0.512, 1.538], [0.838, -0.518, 1.357]]
}

=====

Entry two
{
  "formula": "C3H5N3",
  "method": "ωB97M-V/def2-TZVPD",
  "smiles": "[H]/N=C(\\C#N)NC",
  "symbols": ["N", "N", "N", "C", "C", "C", "H", "H", "H", "H", "H"],
  "xyz": [[0.455, 0.436, 0.502], [-1.523, 1.529, 0.089], [-1.846, -1.748, -0.947], [-1.349, -0.798, -0.512], [-0.822, 0.464, 0.019], [1.511, -0.477, 0.112], [2.214, -0.580, 0.944], [0.733, 1.359, 0.808], [-2.480, 1.380, -0.216], [2.064, -0.132, -0.772], [1.097, -1.466, -0.100]]
}

=====

Which is the most stable structure? entry two is the most stable.

=====

Entry one
{
  "formula": "C2H9N2O",
  "method": "ωB97M-V/def2-TZVPD",
  "charge": -1,
  "symbols": ["O", "N", "N", "C", "C", "H", "H", "H", "H", "H", "H", "H", "H", "H"],
  "xyz": [[1.300, -0.517, -0.354], [-1.498, -1.118, 0.783], [-0.911, 0.683, -0.717], [2.291, 0.436, -0.383], [-1.409, 0.312, 0.637], [-2.363, 0.841, 0.708], [-2.131, -1.474, 0.081], [2.476, 0.745, -1.427], [-0.578, -1.435, 0.514], [3.271, 0.068, 0.003], [0.145, 0.156, -0.749], [2.136, 1.322, 0.275], [-0.705, 0.684, 1.395], [-0.613, 1.661, -0.705]]
}

=====

Entry two
{
  "formula": "C2H9N2O",
  "method": "ωB97M-V/def2-TZVPD",
  "charge": -1,
  "symbols": ["O", "N", "N", "C", "C", "H", "H", "H", "H", "H", "H", "H", "H", "H"],
  "xyz": [[0.970, 1.284, 0.368], [-0.427, -0.632, -1.880], [0.808, -1.269, 0.301], [-0.498, -1.208, -0.463], [-0.031, 1.626, 1.136], [1.383, -2.091, -0.020], [-0.803, 0.876, 1.430], [-1.194, -0.719, 0.289], [-0.914, 0.250, -1.807], [-0.755, -2.196, -0.427], [0.305, 1.988, 2.219], [-0.458, 2.441, 0.599], [1.069, 0.125, 0.301], [0.544, -0.474, -2.045]]
}

=====

Which is the most stable structure? entry one is the most stable.